# 1
A molecular structure, C40H41N2O2P3RuS2Te, computed with wB97M-V/def2-TZVPD.

Its expectation value of S² is 8.7782. The spin multiplicity is 6. The calculation puts the energy above the lowest of the compared OMol25 structures with the same formula, charge and spin at 177.0 kJ/mol. The LUMO energy (alpha / beta) is -0.099 / -0.154 Ha. The charge is +1. The HOMO energy (alpha / beta) comes out at -10.07 / -10.20 eV. The orbital gap (alpha / beta) comes out at 0.2709 / 0.2211 Eh.

```
92
Properties=species:S:1:pos:R:3:forces:R:3:mulliken_spin:R:1
Ru -0.98760 0.21080 -1.01057 -0.9 0.3 -0.9 3.235
Te 1.90390 2.43110 1.63103 0.9 -0.3 0.6 0.002
C 3.60070 1.53620 2.60453 -0.3 0.3 0.1 0.006
C 4.90030 1.99050 2.43673 -0.3 0.1 -0.1 0.009
C 5.91720 1.32130 3.10533 -0.1 0.3 -0.2 0.001
N 5.70400 0.28120 3.88353 0.7 -0.4 0.4 0.001
C 4.46690 -0.13650 4.06223 -0.4 -0.1 -0.1 0.013
C 3.37540 0.46010 3.45243 -0.1 0.1 0.0 0.023
C 1.10860 0.46040 1.16143 -0.4 0.9 -0.9 0.447
P 1.56330 0.54850 -0.58807 1.0 -1.1 0.2 0.183
C 3.39140 0.44630 -0.53017 -0.1 0.4 -0.2 0.056
C 4.11000 1.27040 -1.38807 -0.1 -0.1 0.1 0.013
C 5.49270 1.21970 -1.40037 0.1 0.0 0.0 0.015
C 6.15960 0.34470 -0.55747 0.0 0.0 0.0 0.001
C 5.44200 -0.47350 0.30143 0.0 -0.2 0.0 0.001
C 4.05890 -0.42870 0.32003 -0.1 0.0 -0.1 0.021
C 1.34030 -0.93960 -1.68057 -0.1 0.4 0.1 0.094
C 1.87960 -2.19850 -1.41017 0.0 -0.1 -0.2 0.007
C 2.04810 -3.11090 -2.43357 0.1 0.0 0.2 -0.001
C 1.69920 -2.77960 -3.73577 -0.1 0.1 -0.1 0.021
C 1.15780 -1.53680 -4.01637 -0.1 -0.1 -0.1 0.016
C 0.97330 -0.61590 -2.99647 0.3 0.2 0.2 0.014
P -0.68610 0.42190 1.43713 0.5 -0.9 1.1 0.092
C -0.86770 1.00430 3.15993 -0.5 0.2 -0.2 0.136
C -0.94660 0.10700 4.22233 0.1 0.0 -0.2 0.006
C -0.98050 0.57620 5.52413 0.0 -0.1 0.1 0.004
C -0.95410 1.93730 5.77913 0.0 0.0 -0.1 0.003
C -0.94470 2.83650 4.72243 0.0 0.0 0.1 0.001
C -0.91370 2.37430 3.41743 -0.2 0.0 -0.1 0.000
C -1.11950 -1.34450 1.59683 -0.2 0.3 -0.2 0.027
C -2.42500 -1.70170 1.25043 0.1 0.2 0.1 0.020
C -2.85810 -3.00230 1.43423 -0.1 -0.1 0.1 -0.005
C -1.99820 -3.94680 1.96763 -0.1 0.1 0.0 0.013
C -0.69850 -3.59650 2.30803 0.1 0.0 0.1 0.013
C -0.25270 -2.30180 2.12143 0.0 0.0 -0.2 0.043
H 5.13020 2.82680 1.79483 0.0 0.1 -0.1 0.000
H 6.94920 1.62630 3.00373 0.1 0.1 -0.1 0.000
H 4.34820 -0.98440 4.72223 -0.1 -0.1 0.1 0.000
H 2.37220 0.09490 3.62773 0.0 -0.1 0.1 -0.014
H 3.57450 1.95460 -2.03267 0.0 0.1 -0.1 0.011
H 6.04690 1.86310 -2.06607 0.1 0.1 -0.1 0.000
H 7.23870 0.30310 -0.56407 0.1 0.0 0.0 0.000
H 5.96300 -1.14670 0.96643 0.0 0.0 0.1 0.001
H 3.50270 -1.05060 1.00803 0.0 0.0 0.0 0.034
H 2.18770 -2.45210 -0.40477 0.0 0.0 0.0 -0.003
H 2.47860 -4.07800 -2.22027 0.0 -0.1 0.0 0.000
H 1.87060 -3.48140 -4.53767 0.0 -0.1 0.0 0.001
H 0.91090 -1.26660 -5.03297 0.0 0.0 -0.1 0.000
H 0.63280 0.39440 -3.23767 0.1 -0.2 0.1 -0.018
H -0.97790 -0.95600 4.03423 0.0 0.0 0.1 -0.003
H -1.03450 -0.13050 6.34103 0.0 0.0 0.0 0.000
H -0.96030 2.29460 6.79793 0.0 0.0 0.1 0.000
H -0.97250 3.89600 4.92393 0.0 0.1 0.0 -0.001
H -0.95330 3.08070 2.59503 0.0 0.0 0.1 0.005
H -3.10220 -0.94970 0.85713 0.0 -0.1 0.0 -0.005
H -3.86690 -3.27520 1.16103 -0.1 0.0 0.0 0.000
H -2.33170 -4.96470 2.09713 0.0 -0.1 0.1 0.000
H -0.03220 -4.33610 2.72583 0.1 -0.1 0.0 0.001
H 0.75750 -2.01700 2.38243 0.1 0.0 0.1 0.003
C -5.02810 5.11050 -0.38517 0.3 -0.2 0.0 0.001
C -3.54580 4.83160 -0.22557 -0.1 0.5 0.1 0.000
O -3.31930 3.41060 -0.25437 0.1 -0.4 -0.1 0.003
P -2.83700 2.58810 -1.50677 -0.1 0.1 -0.2 -0.013
S -3.60140 0.74860 -1.30527 0.6 0.5 0.1 0.164
S -0.81020 2.66220 -1.72807 -0.7 -0.6 0.3 0.239
O -3.48850 3.37970 -2.72407 0.0 0.1 0.5 -0.008
C -3.20270 3.02890 -4.08377 0.1 0.0 -0.5 0.003
C -3.68600 4.15900 -4.97127 0.1 -0.2 0.3 0.000
H -5.22540 6.16680 -0.22237 0.0 0.1 0.0 0.000
H -5.59100 4.52830 0.34113 -0.1 0.0 0.1 0.000
H -5.35780 4.83220 -1.38367 0.0 0.0 0.0 0.000
H -3.18310 5.15910 0.75263 0.0 0.0 -0.2 -0.001
H -2.96140 5.31920 -1.00967 0.0 0.0 0.1 0.001
H -3.71970 2.09210 -4.31827 0.1 0.1 0.1 -0.002
H -2.12170 2.87910 -4.19597 -0.2 0.0 0.0 -0.004
H -4.74040 4.34830 -4.78667 -0.1 0.0 0.0 0.000
H -3.55360 3.88550 -6.01417 0.0 0.0 -0.1 0.000
H -3.12170 5.06560 -4.76707 0.0 0.1 0.0 0.000
N -1.93780 -1.65650 -2.39267 -0.2 0.6 0.0 0.070
C -1.79270 -3.04960 -2.05037 0.2 -0.3 0.2 -0.058
C -0.90850 -3.40990 -1.05067 -0.1 0.2 -0.2 0.068
C -0.73220 -4.74330 -0.72757 0.1 0.0 -0.1 -0.001
C -1.46620 -5.71300 -1.38367 0.0 -0.1 0.1 0.001
C -2.38320 -5.34890 -2.35667 -0.1 0.0 -0.1 0.001
C -2.54440 -4.01920 -2.70047 0.0 0.1 0.1 -0.008
H -2.93660 -1.42250 -2.37567 0.4 0.1 -0.1 -0.001
H -1.62570 -1.51430 -3.35827 -0.1 0.0 0.3 0.002
H -0.37310 -2.63030 -0.52367 -0.1 -0.2 -0.1 -0.003
H -0.03360 -5.01770 0.04793 0.1 -0.1 0.0 0.001
H -1.33260 -6.75060 -1.12267 0.0 -0.2 0.0 0.000
H -2.97250 -6.10210 -2.85337 -0.1 -0.1 -0.1 0.000
H -3.25870 -3.72830 -3.45807 0.0 0.0 -0.1 0.003
```
Positions in Å, forces in eV/Å.

---

# 2
A single C18H25F2NO2 molecule, computed with wB97M-V/def2-TZVPD.

The calculation puts the energy above the lowest of the compared OMol25 structures with the same formula, charge and spin at 0.0 kJ/mol. The LUMO energy is 0.023 Ha. The HOMO energy comes out at -7.54 eV. The orbital gap comes out at 0.2998 Eh.

```
48
Properties=species:S:1:pos:R:3:forces:R:3:mulliken_charge:R:1
O 2.96381 -2.86855 -4.19596 0.5 -0.3 -0.8 -0.523
F -3.89827 4.20834 0.19521 -0.4 0.6 0.2 -0.372
F -4.06707 2.92575 1.92950 -1.6 -0.9 1.6 -0.344
O 1.05573 -3.75668 -5.07198 0.7 0.4 1.8 -0.450
C 1.83256 -3.22177 -4.06410 -1.8 0.4 1.9 0.169
C 0.17260 2.33437 2.11367 0.7 2.3 0.8 0.235
C 0.71150 1.09090 2.07852 0.6 3.7 1.1 0.566
C -1.37275 0.94249 1.21801 0.5 3.9 0.8 -0.427
C -1.12024 2.26873 1.57443 0.2 -1.7 0.0 1.748
N -0.19533 0.27591 1.60215 -2.8 -4.9 -3.1 0.132
C 0.74438 3.60247 2.80382 -1.6 0.3 -1.2 -1.487
C 2.03388 0.79379 2.58662 1.6 -0.1 0.6 -1.628
C -2.61460 0.73847 0.36566 0.5 -1.8 -0.4 -0.245
C -1.92452 3.44063 1.21265 0.4 1.2 -0.2 -1.336
C 0.01823 -1.17813 1.27632 -0.7 0.3 -2.1 -1.825
C -3.29579 2.02437 -0.20618 0.5 -1.2 1.3 -1.200
C 0.64411 -1.60971 -2.61287 0.3 3.7 -0.4 -1.317
C 2.18527 -3.16001 -1.48376 -0.8 -0.6 -0.5 -0.823
C -0.02261 -1.29295 -1.30041 -0.1 -4.0 1.0 -0.936
C 1.51021 -2.98839 -0.15316 0.6 4.1 0.9 -1.230
C -3.36477 3.12430 0.85512 2.6 0.5 -3.0 0.960
C 1.10722 -2.97498 -2.67210 2.8 -2.4 -0.7 0.463
C 0.83521 -1.51567 -0.07526 -1.3 -1.8 0.9 1.027
H 1.73986 -3.94747 -5.70651 0.3 -0.2 -1.2 0.351
H 0.60543 4.51304 2.12242 0.5 -1.2 0.8 0.286
H -0.00610 3.78189 3.60948 1.1 0.1 0.0 0.293
H 1.79350 3.55176 3.14721 -0.8 -0.1 -0.1 0.332
H 2.72811 1.61868 2.96236 -1.7 -0.6 -0.6 0.347
H 2.57850 0.38141 1.76393 0.8 -1.0 -0.2 0.288
H 1.87549 0.12017 3.40697 0.7 -0.8 0.4 0.312
H -2.21456 0.20053 -0.50890 -0.9 -0.3 0.1 0.061
H -3.33593 0.13411 0.90691 -0.2 -0.3 -0.2 0.396
H -1.85186 4.20948 2.00213 -0.3 -0.2 -0.3 0.489
H -1.40015 3.82361 0.30698 -0.7 0.3 0.5 0.216
H -0.99072 -1.66588 1.14563 0.9 0.7 0.3 0.379
H 0.48206 -1.62817 2.10704 0.7 -0.6 1.0 0.424
H -4.23701 1.84027 -0.75415 0.3 -0.1 0.6 0.415
H -2.56063 2.33399 -0.92310 0.1 0.8 -0.5 0.330
H -0.15788 -1.36846 -3.31071 0.3 -0.2 -0.7 0.376
H 1.52026 -0.87255 -2.81035 -1.3 -1.1 0.3 0.258
H 3.07275 -2.51425 -1.51203 -0.6 0.3 -0.7 0.327
H 2.61598 -4.14867 -1.39211 0.0 -0.5 -0.8 0.425
H -0.31093 -0.31766 -1.30740 -1.4 2.7 0.0 0.585
H -0.86602 -2.05176 -1.19230 0.3 1.3 -0.3 0.312
H 0.88760 -3.77367 0.10619 -1.8 -1.4 0.2 0.399
H 2.27069 -2.98393 0.62668 0.2 -0.1 0.1 0.419
H 0.24183 -3.63591 -2.55969 0.3 -0.3 0.1 0.420
H 1.58096 -0.80425 -0.21262 2.0 1.2 0.4 0.404
```
Positions in Å, forces in eV/Å.

---

# 3
A gas-phase ion, C6H9N2O (charge +1), computed with wB97M-V/def2-TZVPD.

The calculation puts the energy above the lowest of the compared OMol25 structures with the same formula, charge and spin at 134.2 kJ/mol. The LUMO energy is -0.160 Ha. The charge is +1. The HOMO energy comes out at -13.80 eV. The orbital gap comes out at 0.3475 Eh.

```
18
Properties=species:S:1:pos:R:3:forces:R:3:mulliken_charge:R:1
C -0.45414 -0.96434 -0.33788 -1.1 -0.2 0.6 0.150
C 1.86197 -0.52948 0.10003 1.6 1.7 -1.1 0.175
C 1.56162 1.01300 0.06806 0.4 -3.0 1.1 0.338
C 3.16433 -0.80151 0.12985 1.4 -1.5 0.6 -0.728
C 0.11856 1.31264 0.19642 0.3 4.0 2.3 -0.401
C -2.21293 0.69876 -0.06590 -1.0 -3.8 4.4 -0.897
N -0.81353 0.25125 0.05011 -0.8 -1.1 -2.4 0.021
N 0.79686 -1.39435 -0.22681 -1.4 0.4 -0.3 -0.066
O 2.44462 1.80781 -0.00161 -0.4 0.4 0.0 -0.493
H -1.28293 -1.69650 -0.67842 1.6 1.3 0.6 0.332
H 3.74570 -1.76043 0.19391 -1.5 0.5 -0.3 0.287
H 3.91038 -0.00858 0.17523 -0.7 0.4 0.1 0.292
H -0.15828 1.93953 1.16551 1.0 -1.6 -1.3 0.340
H 0.11502 2.20246 -0.45638 -1.3 -0.6 -0.9 0.357
H -2.27795 1.37736 0.78288 -0.8 0.2 -0.3 0.312
H -2.55929 1.03883 -0.94584 -0.2 1.8 -3.3 0.389
H -2.98146 -0.20856 0.11290 2.0 1.8 0.1 0.322
H 0.90407 -2.27100 -0.69123 0.9 -0.7 0.1 0.271
```
Positions in Å, forces in eV/Å.

---

| no. | maximum force (eV Å⁻¹) |
| --- | --- |
| 1 | 1.5 |
| 2 | 6.4 |
| 3 | 5.9 |